No. 1
21
Properties=species:S:1:pos:R:3:lowdin_charge:R:1 method="wB97M-V/def2-TZVPD" total_energy_ha=-511.86227 fmax_ev_per_a=2.54 mol_weight_g_mol=145.162 e_lumo_ev=0.7216 smiles="O=C1NCN(CCO)CN1" relative_energy_kj_mol=115.37
C 2.33 -0.54 -0.57 -0.2454
C 1.41 0.56 0.02 -0.1661
C -0.88 1.38 0.21 -0.1944
C -2.69 -0.29 -0.30 -0.5600
C -0.55 -0.82 0.76 -0.1997
H 4.21 -0.86 -0.76 0.0937
H 2.06 -1.53 -0.13 0.1131
H 2.11 -0.60 -1.65 0.1197
H 1.58 1.46 -0.56 0.1214
H 1.75 0.75 1.03 0.1198
H -0.88 1.69 1.30 0.1367
H -0.52 2.27 -0.35 0.1272
H -2.90 1.75 -0.48 0.1375
H -2.26 -2.16 0.09 0.1487
H 0.10 -1.72 0.82 0.1297
H -0.73 -0.58 1.78 0.1144
N -0.02 0.23 -0.05 -0.1364
N -2.21 1.03 -0.29 0.0907
N -1.80 -1.25 0.15 0.0853
O 3.68 -0.19 -0.29 -0.0727
O -3.79 -0.56 -0.74 0.0365

---

No. 2
22
Properties=species:S:1:pos:R:3:lowdin_charge:R:1 method="wB97M-V/def2-TZVPD" total_energy_ha=-909.91394 fmax_ev_per_a=4.39 mol_weight_g_mol=177.229 e_lumo_ev=0.2529 smiles="C=NS(C)(=O)=O.CN=C=NC" relative_energy_kj_mol=270.41
C -1.39 2.44 1.16 -0.1537
C -1.50 0.47 -0.05 -0.3359
C -1.65 -1.90 -0.57 -0.1028
C 1.27 -0.65 1.93 -0.0340
C 1.24 0.13 -2.01 -0.1307
N -1.09 1.61 0.09 0.0048
N -1.98 -0.49 -0.52 0.0774
N 0.79 -0.49 0.78 -0.1000
O 2.90 0.81 -0.09 -0.3267
O 2.61 -1.59 -0.60 -0.3191
S 2.01 -0.29 -0.43 0.5821
H -2.37 2.31 1.66 0.0822
H -0.55 2.21 1.95 0.1021
H -0.81 -2.42 -0.29 0.0420
H -1.79 -2.14 -1.62 0.0774
H -2.54 -2.38 -0.19 0.0745
H 0.71 -1.05 2.77 0.0901
H 2.33 -0.65 2.01 0.0680
H -1.32 3.49 0.82 0.0738
H 0.17 0.38 -1.82 0.0305
H 1.86 1.04 -2.33 0.1001
H 1.10 -0.83 -2.64 0.0979

---

No. 3
20
Properties=species:S:1:pos:R:3:lowdin_charge:R:1 method="wB97M-V/def2-TZVPD" total_energy_ha=-415.75307 fmax_ev_per_a=4.39 mol_weight_g_mol=127.171 e_lumo_ev=-5.0733 smiles=CC[n+]1nnc(C)n1C relative_energy_kj_mol=446.71 charge=+1
C 1.42 1.15 0.16 -0.2378
C 1.84 2.49 0.63 0.0321
C 0.08 -2.94 -0.84 -0.0727
C -0.92 1.37 0.45 0.0125
C -0.69 -1.65 -0.49 -0.2143
N 2.35 0.30 -0.42 0.0981
N 1.89 -0.76 -0.75 0.2130
N 0.22 0.61 0.13 -0.0568
N 0.25 -0.55 -0.56 0.0252
H 1.34 2.65 1.55 0.0826
H 2.88 2.44 0.75 0.0816
H 1.75 3.36 -0.02 0.1160
H 0.76 -2.59 -1.76 0.1180
H -0.72 -3.80 -0.95 0.1345
H 0.75 -3.14 -0.07 0.0338
H -1.88 0.95 0.09 0.1180
H -0.83 1.58 1.54 0.1310
H -1.02 2.44 -0.01 0.1581
H -1.19 -1.75 0.46 0.1233
H -1.50 -1.56 -1.16 0.1038

---

No. 4
21
Properties=species:S:1:pos:R:3:lowdin_charge:R:1 method="wB97M-V/def2-TZVPD" total_energy_ha=-491.05117 fmax_ev_per_a=0.75 mol_weight_g_mol=143.170 e_lumo_ev=-4.5555 smiles=CCOCc1nnn(C)[nH+]1 relative_energy_kj_mol=356.52 charge=+1
C 3.27 -0.71 -0.42 -0.0573
C 2.38 0.48 -0.68 -0.2353
O 1.86 1.08 0.52 -0.1094
C 0.86 0.37 1.15 -0.1559
C -0.46 0.53 0.44 -0.2021
N -0.81 1.48 -0.41 0.1626
N -2.05 1.25 -0.80 0.1555
N -2.48 0.21 -0.17 -0.1452
C -3.82 -0.36 -0.29 0.0668
N -1.52 -0.26 0.63 0.2170
H 4.25 -0.40 -0.07 0.0862
H 2.86 -1.41 0.30 0.0678
H 3.41 -1.26 -1.35 0.0867
H 2.93 1.27 -1.16 0.1308
H 1.55 0.22 -1.35 0.1119
H 1.06 -0.70 1.25 0.1316
H 0.74 0.78 2.15 0.1547
H -3.77 -1.42 -0.06 0.1044
H -4.14 -0.23 -1.32 0.1117
H -4.49 0.16 0.39 0.1104
H -1.63 -1.06 1.24 0.2070